No. 1
# C23H49Br4O5P

A 4-piece molecular cluster, C23H49Br4O5P overall (ωB97M-V with the def2-TZVPD basis set, OMol25).

Values from the calculation:
SMILES: CCP(C)[C@@](OC=O)([C@H](Br)[C@@H](C)Br)[C@@H](Br)[C@H](C)Br.CCOCC.CCOCC.CCOCC
HOMO-LUMO gap (eV): 8.653

Geometry (Å):
C: -0.487 3.777 -2.122
C: -2.084 3.797 -2.066
P: -2.920 2.070 -2.147
C: -2.405 1.567 -3.936
C: -2.275 0.843 -0.858
O: -2.173 1.289 0.513
C: -2.758 2.511 0.847
O: -3.856 2.705 1.432
C: -3.380 -0.358 -0.770
Br: -3.854 -1.225 -2.472
C: -4.748 0.054 -0.031
C: -6.051 -0.790 -0.535
Br: -4.567 -0.475 1.912
C: -0.778 0.348 -1.242
Br: 0.459 0.737 0.323
C: -0.527 -1.172 -1.621
C: 0.917 -1.777 -1.142
Br: -0.463 -1.445 -3.630
H: 0.026 3.046 -1.417
H: -0.129 4.829 -1.795
H: -0.128 3.684 -3.216
H: -2.527 4.455 -1.226
H: -2.436 4.315 -3.041
H: -1.297 1.325 -4.027
H: -2.562 2.542 -4.541
H: -3.109 0.806 -4.396
H: -2.146 3.475 0.664
H: -2.885 -1.157 -0.098
H: -5.052 1.148 -0.159
H: -5.889 -1.915 -0.498
H: -6.477 -0.398 -1.516
H: -6.857 -0.564 0.265
H: -0.340 0.995 -2.091
H: -1.272 -1.946 -1.256
H: 1.021 -2.751 -1.760
H: 1.794 -1.124 -1.453
H: 0.916 -2.106 -0.053
C: -2.129 8.521 -6.356
C: -2.918 7.224 -6.319
O: -3.159 6.743 -5.004
C: -3.916 7.590 -4.148
C: -5.316 7.876 -4.661
H: -1.199 8.423 -5.789
H: -1.888 8.793 -7.386
H: -2.692 9.347 -5.916
H: -2.341 6.449 -6.830
H: -3.861 7.321 -6.867
H: -3.369 8.519 -3.954
H: -3.991 7.071 -3.189
H: -5.294 8.459 -5.585
H: -5.884 8.444 -3.922
H: -5.846 6.944 -4.875
C: 2.248 -5.969 3.692
C: 2.701 -4.824 2.804
O: 1.688 -3.855 2.565
C: 1.181 -3.179 3.707
C: 2.233 -2.386 4.461
H: 1.339 -6.428 3.295
H: 3.028 -6.730 3.762
H: 2.023 -5.626 4.705
H: 2.978 -5.228 1.826
H: 3.599 -4.344 3.206
H: 0.669 -3.886 4.370
H: 0.414 -2.490 3.342
H: 2.986 -3.040 4.908
H: 1.772 -1.809 5.266
H: 2.755 -1.701 3.788
C: 8.235 -5.323 3.733
C: 7.021 -4.663 4.365
O: 5.860 -5.482 4.355
C: 5.947 -6.711 5.063
C: 6.223 -6.539 6.546
H: 8.001 -5.674 2.725
H: 9.067 -4.617 3.678
H: 8.568 -6.188 4.311
H: 6.771 -3.767 3.790
H: 7.241 -4.326 5.383
H: 6.691 -7.366 4.597
H: 4.981 -7.206 4.939
H: 7.213 -6.112 6.724
H: 6.179 -7.504 7.056
H: 5.490 -5.866 6.999

No. 2
# C23H49Cl30NPS2

A 16-piece molecular cluster, C23H49Cl30NPS2 overall (ωB97M-V with the def2-TZVPD basis set, OMol25).

Values from the calculation:
Total charge: +1
HOMO-LUMO gap (eV): 7.969
Energy relative to the best compared isomer or geometry (same formula, charge and spin) (kJ/mol): 26.6

Geometry (Å):
C: -4.817 0.742 -2.798
C: -3.629 0.250 -1.915
N: -2.926 -0.977 -2.397
C: -2.983 -2.063 -1.410
C: -2.066 -3.287 -1.752
C: -3.346 -1.381 -3.705
S: -4.505 -2.557 -3.940
S: -2.683 -0.624 -5.226
C: -0.866 -0.449 -5.047
C: -0.380 -0.133 -3.595
C: 1.105 0.361 -3.511
P: 1.558 0.251 -1.696
H: -5.286 1.586 -2.245
H: -5.597 -0.036 -2.883
H: -4.518 1.115 -3.792
H: -3.972 0.085 -0.876
H: -2.887 1.086 -1.870
H: -2.572 -1.634 -0.470
H: -4.020 -2.377 -1.148
H: -1.678 -3.739 -0.816
H: -2.671 -4.052 -2.284
H: -1.238 -2.967 -2.413
H: -0.284 -1.309 -5.433
H: -0.573 0.422 -5.681
H: -0.448 -1.087 -3.025
H: -1.072 0.595 -3.128
H: 1.174 1.403 -3.876
H: 1.781 -0.298 -4.087
H: 0.869 1.220 -0.916
H: 2.940 0.429 -1.454
H: 1.201 -1.031 -1.179
C: 4.675 3.333 -1.174
Cl: 3.617 3.720 0.186
Cl: 3.739 3.063 -2.651
H: 5.360 4.159 -1.339
H: 5.232 2.431 -0.940
C: -0.467 -0.426 1.941
Cl: -0.192 -1.964 1.109
Cl: -1.576 0.614 1.037
H: -0.891 -0.627 2.920
H: 0.483 0.088 2.048
C: 2.525 6.472 2.899
Cl: 3.490 7.952 2.849
Cl: 2.414 5.827 4.542
H: 1.519 6.688 2.538
H: 2.995 5.729 2.263
C: 3.983 -3.144 -0.696
Cl: 4.873 -1.680 -0.249
Cl: 2.245 -2.944 -0.419
H: 4.149 -3.347 -1.750
H: 4.339 -3.985 -0.089
C: -1.672 6.941 2.083
Cl: -0.398 5.716 1.986
Cl: -1.055 8.539 1.643
H: -2.473 6.673 1.403
H: -2.047 6.976 3.101
C: 3.980 -6.787 1.549
Cl: 5.558 -6.655 2.324
Cl: 4.020 -6.126 -0.095
H: 3.697 -7.835 1.502
H: 3.252 -6.233 2.133
C: -4.220 -5.074 1.407
Cl: -3.913 -6.627 0.618
Cl: -2.832 -3.988 1.254
H: -5.082 -4.611 0.938
H: -4.417 -5.244 2.461
C: 6.151 6.512 5.730
Cl: 7.430 5.292 5.649
Cl: 6.752 8.112 5.284
H: 5.357 6.233 5.045
H: 5.768 6.551 6.745
C: 0.098 4.015 -5.529
Cl: 1.844 3.773 -5.390
Cl: -0.686 4.037 -3.942
H: -0.083 4.966 -6.020
H: -0.325 3.207 -6.118
C: -3.751 5.509 -2.931
Cl: -5.047 4.594 -3.709
Cl: -4.186 5.952 -1.274
H: -2.854 4.895 -2.914
H: -3.571 6.409 -3.501
C: -3.829 3.724 2.397
Cl: -3.752 3.355 4.122
Cl: -4.299 5.406 2.113
H: -2.851 3.556 1.958
H: -4.562 3.073 1.930
C: 7.781 -9.834 1.963
Cl: 6.337 -9.585 0.975
Cl: 9.023 -10.726 1.079
H: 8.180 -8.866 2.250
H: 7.506 -10.399 2.849
C: -2.764 9.785 -1.799
Cl: -2.286 8.321 -2.671
Cl: -3.679 10.882 -2.836
H: -3.383 9.500 -0.954
H: -1.870 10.292 -1.451
C: -3.230 -9.317 3.057
Cl: -1.486 -9.563 2.893
Cl: -3.724 -9.295 4.754
H: -3.492 -8.367 2.603
H: -3.747 -10.126 2.551
C: 1.242 -7.919 6.059
Cl: 1.124 -6.547 7.166
Cl: 2.698 -7.817 5.058
H: 1.279 -8.836 6.637
H: 0.371 -7.924 5.412

no.,maximum force (Eh/bohr),energy (Eh)
1,0.102,-11919.1555
2,0.033,-15903.6147